{
  "formula": "C32H26BBr2N8OV",
  "method": "ωB97M-V/def2-TZVPD",
  "lumo_energy_ev": [-4.43, -3.63],
  "s_squared": 1.154,
  "homo_ev": [-10.590, -10.638],
  "charge": 1,
  "relative_energy_kj_mol": 0.00,
  "spin_multiplicity": 2,
  "energy_ha": -7865.20530,
  "elements": ["Br", "Br", "V", "O", "N", "N", "N", "N", "N", "N", "N", "N", "C", "C", "C", "C", "C", "C", "C", "C", "C", "C", "C", "C", "C", "C", "C", "C", "C", "C", "C", "C", "C", "C", "C", "C", "C", "C", "C", "C", "C", "C", "C", "C", "B", "H", "H", "H", "H", "H", "H", "H", "H", "H", "H", "H", "H", "H", "H", "H", "H", "H", "H", "H", "H", "H", "H", "H", "H", "H", "H"],
  "xyz": [[-0.65, -4.42, -2.01], [4.36, -5.07, 0.51], [-0.85, -0.17, 0.50], [-0.69, -1.91, -0.20], [-2.73, 0.45, -0.07], [-0.88, 1.58, 1.71], [-3.62, 0.87, 0.85], [1.01, -1.05, 1.52], [-1.89, -1.09, 2.16], [-0.03, 0.67, -0.92], [-1.98, 1.89, 2.42], [-2.84, -0.42, 2.83], [-0.56, -0.84, -3.32], [-0.99, -1.35, -4.53], [-1.78, -2.29, 2.72], [1.88, 1.66, -1.92], [-0.62, 3.62, 2.59], [1.75, -0.72, 2.57], [-4.77, 1.17, 0.25], [-0.05, 2.63, 1.80], [0.41, -2.62, -0.11], [-0.05, 0.55, -5.67], [-2.67, -2.41, 3.79], [0.14, 0.37, -3.28], [4.23, 1.81, -2.37], [-0.74, -0.65, -5.70], [3.10, 3.63, -1.27], [0.61, 0.90, -1.99], [-3.34, 0.48, -1.26], [-4.65, 0.94, -1.10], [1.30, 0.32, 3.55], [1.84, -4.51, -0.61], [2.56, -2.90, 1.05], [-3.33, -1.19, 3.82], [2.97, -1.38, 2.84], [1.91, 2.92, -1.33], [2.77, -4.07, 0.28], [-1.85, 3.10, 2.96], [3.39, -2.43, 2.09], [1.38, -2.17, 0.82], [0.40, 1.06, -4.46], [3.04, 1.11, -2.46], [0.64, -3.79, -0.80], [4.26, 3.07, -1.78], [-3.23, 0.98, 2.35], [1.75, 0.11, 4.52], [-1.08, -1.05, -6.65], [0.14, 1.10, -6.59], [-0.73, -1.40, -2.40], [-4.13, 1.44, 2.99], [-4.11, -0.82, 4.46], [2.01, -5.41, -1.18], [5.19, 3.62, -1.73], [0.95, 1.99, -4.43], [-1.07, -3.01, 2.33], [0.22, 0.32, 3.65], [-2.82, -3.25, 4.43], [4.32, -2.94, 2.30], [3.55, -1.05, 3.69], [3.01, 0.14, -2.93], [-5.39, 1.08, -1.87], [5.14, 1.38, -2.77], [1.62, 1.32, 3.26], [-5.60, 1.54, 0.83], [0.98, 3.36, -0.97], [-2.81, 0.18, -2.15], [-2.64, 3.52, 3.56], [3.11, 4.62, -0.84], [0.90, 2.61, 1.30], [-1.51, -2.30, -4.56], [-0.20, 4.57, 2.87]],
  "mulliken_charge": [-0.1344, -0.1900, -0.0402, -0.6936, 0.8255, 0.7726, -0.0876, 0.6431, 0.7050, 0.2369, 0.2744, -0.2906, 0.4355, -1.1416, -0.1985, 0.0058, -1.4855, 0.8180, -0.0709, -1.1137, 0.5788, -0.7982, -1.2708, 0.7721, -0.7875, -0.5056, -0.8683, -0.0957, -0.3944, -1.2752, -1.3351, -0.2570, 0.5169, -0.0704, -1.0940, -0.3676, -0.0818, -0.2617, -1.0087, 0.0511, -0.5970, -0.2537, -0.2533, -0.4583, -0.0817, 0.5635, 0.4275, 0.4176, 0.3589, -0.0875, 0.4766, 0.4718, 0.4237, 0.5444, 0.4679, 0.0670, 0.4547, 0.3915, 0.5278, 0.5381, 0.4544, 0.4353, 0.2412, 0.4701, 0.7020, 0.5053, 0.4845, 0.4393, 1.2399, 0.4168, 0.4944]
}

***

{
  "formula": "C32H26BrN4S3Sr",
  "method": "ωB97M-V/def2-TZVPD",
  "lumo_energy_ev": -2.20,
  "homo_ev": -10.342,
  "charge": 1,
  "relative_energy_kj_mol": 5.58,
  "energy_ha": -5253.25780,
  "elements": ["Sr", "Br", "S", "S", "S", "N", "N", "N", "N", "C", "C", "C", "C", "C", "C", "C", "C", "C", "C", "C", "C", "C", "C", "C", "C", "C", "C", "C", "C", "C", "C", "C", "C", "C", "C", "C", "C", "C", "C", "C", "C", "H", "H", "H", "H", "H", "H", "H", "H", "H", "H", "H", "H", "H", "H", "H", "H", "H", "H", "H", "H", "H", "H", "H", "H", "H", "H"],
  "xyz": [[0.50, 0.57, -0.32], [-0.06, -2.08, 6.80], [-3.60, 3.42, 1.68], [-3.31, 0.30, -3.80], [0.22, -4.16, -1.67], [0.67, -0.48, 2.48], [-0.24, -1.78, -0.83], [-1.79, 1.99, 0.61], [-1.54, 0.91, -2.07], [0.24, -1.44, 5.05], [-2.49, -2.04, 0.17], [-3.52, -2.92, 0.45], [-1.35, -2.53, -0.48], [3.26, -0.07, -2.62], [2.16, -0.55, -1.89], [3.69, -2.21, -3.65], [-3.87, 2.85, 0.10], [-3.43, -4.27, 0.09], [-1.68, 0.31, -3.23], [3.40, 2.36, 1.43], [3.68, 2.38, 0.06], [1.66, 3.99, 1.08], [2.39, 3.17, 1.94], [-1.28, -3.88, -0.84], [1.93, 3.99, -0.28], [-0.33, -2.08, 3.97], [1.04, -0.33, 4.85], [-2.31, -4.76, -0.55], [-0.08, -1.57, 2.71], [-2.08, 2.63, 1.72], [-2.82, 2.09, -0.31], [4.01, -0.87, -3.48], [0.65, -2.48, -1.49], [1.22, 0.11, 3.55], [-0.59, -0.33, -4.02], [1.86, -1.91, -2.11], [2.61, -2.73, -2.96], [-1.21, 2.68, 2.93], [2.94, 3.19, -0.79], [-2.75, 1.38, -1.60], [-3.81, 1.13, -2.40], [-4.85, 1.38, -2.24], [4.84, -0.44, -4.03], [0.38, -0.04, -3.63], [3.55, 0.97, -2.52], [-0.66, -0.06, -5.07], [1.84, 0.97, 3.35], [-1.75, 3.12, 3.77], [-4.25, -4.94, 0.32], [-0.94, -2.96, 4.10], [-2.55, -0.99, 0.44], [1.37, 4.65, -0.94], [-0.67, -1.42, -3.95], [2.19, 3.19, 3.00], [-2.25, -5.80, -0.84], [4.49, 1.77, -0.33], [2.35, -3.77, -3.11], [1.51, 0.18, 5.68], [3.99, 1.74, 2.09], [0.90, 4.65, 1.48], [3.17, 3.22, -1.85], [-4.41, -2.56, 0.95], [-4.77, 3.10, -0.44], [-0.32, 3.28, 2.74], [-0.51, -2.05, 1.84], [4.27, -2.83, -4.32], [-0.90, 1.68, 3.21]],
  "mulliken_charge": [1.8818, -0.1065, -0.1878, -0.2066, -0.4187, 0.3146, 0.7319, 0.5825, 0.0926, 0.0556, 0.5178, -0.8762, -1.5539, -0.2853, -1.1234, -0.7483, -0.5779, -0.6328, 0.4964, -0.3602, -0.3786, -0.4161, -0.2682, 0.7847, -0.6457, -0.7692, -0.6462, -0.6146, -0.1449, 0.2555, -0.2331, -0.9291, -0.3558, -0.2697, -1.1283, 2.3667, -1.0736, -0.6573, -0.5345, -0.2180, -0.5498, 0.4379, 0.4294, 0.1129, 0.1796, 0.5376, 0.1261, 0.4948, 0.4175, 0.4856, 0.5210, 0.4336, 0.2958, 0.5887, 0.4405, 0.4052, 0.3755, 0.4876, 0.4217, 0.5064, 0.4176, 0.4528, 0.4563, 0.0030, 0.3997, 0.4038, -0.0005]
}

***

{
  "formula": "C32H26ClHfN3OPSe4",
  "method": "ωB97M-V/def2-TZVPD",
  "lumo_energy_ev": -3.87,
  "homo_ev": -9.956,
  "charge": 1,
  "relative_energy_kj_mol": 28.58,
  "energy_ha": -11929.83551,
  "elements": ["Hf", "Se", "Se", "Se", "Se", "Cl", "P", "O", "N", "N", "N", "C", "C", "C", "C", "C", "C", "C", "C", "C", "C", "C", "C", "C", "C", "C", "C", "C", "C", "C", "C", "C", "C", "C", "C", "C", "C", "C", "C", "C", "C", "C", "C", "H", "H", "H", "H", "H", "H", "H", "H", "H", "H", "H", "H", "H", "H", "H", "H", "H", "H", "H", "H", "H", "H", "H", "H", "H", "H"],
  "xyz": [[0.88, -1.32, 0.19], [0.68, -3.85, -2.70], [1.96, -1.95, -2.26], [-0.61, -3.59, -0.77], [0.99, -3.88, 0.87], [0.82, 1.58, 1.53], [-0.15, 0.76, -1.49], [-0.94, -1.05, 1.10], [3.10, -0.74, 0.71], [0.04, -1.39, 3.16], [1.17, -1.15, 2.40], [0.85, 1.28, -2.90], [-1.71, -0.95, -3.00], [2.55, 2.09, -4.95], [5.38, -0.25, 0.19], [-1.22, 3.34, -1.45], [-1.46, 4.59, -0.92], [2.94, 2.25, -3.62], [-2.93, 0.45, -1.46], [-0.07, 2.72, 0.54], [-2.33, -1.70, 2.91], [-2.48, -2.20, 4.20], [-0.99, 4.91, 0.35], [2.09, 1.84, -2.60], [-0.53, 2.36, -0.72], [4.74, -0.71, 2.45], [3.44, -0.86, 2.02], [-3.74, -2.55, 4.66], [2.32, -1.14, 2.96], [-0.29, 3.97, 1.09], [1.31, 1.55, -5.24], [-4.08, -1.23, -2.75], [-4.85, -2.40, 3.84], [-2.88, -1.60, -3.35], [-4.10, -0.21, -1.81], [2.59, -1.41, 4.40], [-3.45, -1.55, 2.09], [0.46, 1.14, -4.22], [4.05, -0.44, -0.18], [-1.72, 0.08, -2.06], [-4.71, -1.90, 2.55], [5.73, -0.40, 1.51], [-1.00, -1.34, 2.38], [-5.57, -1.79, 1.91], [3.24, -2.28, 4.49], [6.75, -0.28, 1.83], [-0.77, -1.25, -3.46], [1.66, -1.59, 4.93], [-0.50, 0.71, -4.47], [6.10, -0.01, -0.57], [3.11, -0.56, 4.86], [-1.57, 3.10, -2.44], [3.90, 2.69, -3.38], [1.00, 1.43, -6.27], [-3.86, -2.94, 5.67], [3.75, -0.35, -1.21], [-1.17, 5.89, 0.77], [-1.61, -2.32, 4.83], [-4.99, -1.74, -3.02], [-3.32, -1.17, 1.08], [-2.85, -2.39, -4.08], [-2.97, 1.23, -0.72], [4.99, -0.83, 3.49], [-5.83, -2.68, 4.21], [2.39, 1.99, -1.57], [3.21, 2.40, -5.75], [-2.00, 5.33, -1.50], [0.08, 4.20, 2.08], [-5.04, 0.08, -1.34]],
  "mulliken_charge": [-0.1220, -0.1862, -0.1766, -0.1270, -0.2829, -0.0773, 1.4006, 0.4097, 0.1339, -1.3296, 1.1499, 0.9144, -0.8452, -0.5917, -1.1830, -0.2625, -0.8887, -0.7357, -0.9689, 1.0471, 0.0688, -0.3042, -0.4957, -0.7060, -0.5909, -1.0065, 0.8570, -0.7257, 0.8262, -0.6046, -0.7509, -0.6534, -0.4023, -1.0477, -0.5785, -1.8709, -0.3329, -0.3990, 0.2713, 0.9789, -0.7469, -0.5141, 0.8903, 0.4407, 0.3828, 0.4431, 0.6427, 0.3756, 0.4818, 0.4723, 0.3875, 0.4803, 0.4389, 0.4468, 0.4086, 0.3163, 0.4076, 0.4707, 0.4240, 0.4704, 0.4653, 0.4073, 0.4885, 0.4054, 0.4404, 0.4126, 0.4368, 0.5150, 0.4983]
}